(1)
Molecular formula: C20H20N4O3
Method: DFT, wB97M-V/def2-TZVPD

Positions of all 47 atoms, in Å:
C 3.0713 2.0604 1.1853
C 1.7633 2.3353 0.4750
O 1.6908 2.8155 -0.6310
N 0.6853 1.9785 1.2384
C -0.6598 1.9279 0.8773
C -1.1574 2.4951 -0.2934
C -2.4703 2.2739 -0.6666
C -3.3017 1.4886 0.1219
N -4.5409 0.9995 -0.3598
C -4.7696 -0.3295 -0.5557
O -5.8593 -0.7813 -0.8313
C -3.5278 -1.1324 -0.3892
C -2.2771 -0.9115 -0.9258
C -1.4101 -1.7774 -0.2295
C 0.0425 -1.7697 -0.2806
C 0.7066 -1.0580 -1.2792
C 2.0807 -0.9155 -1.3037
C 2.7329 -0.1237 -2.3957
C 2.8370 -1.5001 -0.2803
C 4.3299 -1.3699 -0.2625
C 2.1918 -2.2175 0.7122
C 0.8089 -2.3732 0.7281
O 0.2602 -3.0829 1.7374
N -2.1114 -2.5046 0.6423
N -3.3798 -2.1179 0.5249
C -2.8429 1.0438 1.3592
C -1.5345 1.2569 1.7321
H 3.0969 2.5693 2.1464
H 3.8951 2.4142 0.5724
H 3.1778 0.9896 1.3488
H 0.8922 1.5364 2.1238
H -0.4972 3.0561 -0.9330
H -2.8355 2.6649 -1.6044
H -5.2894 1.6386 -0.5896
H -2.0232 -0.2074 -1.6882
H 0.1261 -0.6014 -2.0657
H 3.0657 0.8421 -2.0150
H 2.0286 0.0624 -3.2020
H 3.5969 -0.6473 -2.8000
H 4.7658 -1.9387 -1.0839
H 4.6321 -0.3313 -0.3857
H 4.7399 -1.7507 0.6696
H 2.7566 -2.6844 1.5053
H -0.7073 -3.1189 1.5981
H -4.1010 -2.5514 1.0795
H -3.5055 0.4833 2.0018
H -1.1733 0.8642 2.6717

- energy (eV) = -33168.9939
- energy relative to the best compared isomer or geometry (same formula, charge and spin) (kJ/mol) = 41.8
- spin multiplicity = 1
- gap between HOMO and LUMO (eV) = 8.616
- structure (SMILES) = CC(=O)Nc1ccc(NC(=O)c2cc(-c3cc(C)c(C)cc3O)n[nH]2)cc1

Which charges does natural (NBO) predict for the atoms? In e, they are: C -0.719; C 0.694; O -0.603; N -0.626; C 0.236; C -0.266; C -0.198; C 0.109; N -0.618; C 0.647; O -0.580; C 0.049; C -0.291; C 0.141; C -0.189; C -0.154; C -0.048; C -0.631; C 0.017; C -0.638; C -0.300; C 0.410; O -0.697; N -0.320; N -0.303; C -0.206; C -0.250; H 0.228; H 0.241; H 0.237; H 0.398; H 0.260; H 0.220; H 0.417; H 0.238; H 0.205; H 0.227; H 0.217; H 0.211; H 0.223; H 0.216; H 0.217; H 0.216; H 0.508; H 0.421; H 0.222; H 0.212

=====

(2)
Molecular formula: C20H20N4O5
Method: DFT, wB97M-V/def2-TZVPD

Positions of all 49 atoms, in Å:
O 4.0359 -0.2182 1.6210
C 3.1199 -0.8987 1.6681
C 3.0176 -2.0372 0.6589
N 1.8605 -1.8448 -0.1109
C 1.6371 -0.7581 -1.0482
C 0.3934 -0.9487 -1.6397
C -0.0280 -0.1326 -2.7362
C -1.2162 0.4591 -3.0536
C -2.3689 0.5040 -2.1177
O -2.1745 0.6760 -0.9167
N -3.6016 0.8362 -2.5554
C -3.7118 1.1501 -3.8782
O -4.8257 1.3650 -4.2458
N -2.6487 1.5346 -4.6105
C -1.3711 1.0765 -4.2986
O -0.5662 1.1581 -5.1993
C -0.2991 -1.9076 -0.8627
C -1.5487 -2.5506 -1.0058
C -1.8571 -3.5821 -0.1750
C -1.0180 -4.0538 0.8180
C 0.1758 -3.3907 0.9252
C 0.6301 -2.4632 -0.0196
N 2.1074 -0.5486 2.5785
C 2.0395 0.5673 3.4325
C 1.5987 1.8343 2.6349
C 0.2529 1.7158 1.8214
C -0.4954 3.0526 1.9856
C 0.4809 4.0144 2.7158
O 1.4538 3.0096 3.3166
H 2.9189 -3.0147 1.1572
H 3.9044 -2.1568 0.1066
H 2.4504 -0.0767 -1.4017
H 0.6880 0.0941 -3.5406
H -4.3755 1.0801 -1.9937
H -2.7644 1.7720 -5.5735
H -2.2859 -2.2687 -1.8065
H -2.8260 -4.1666 -0.1095
H -1.1931 -4.8352 1.5422
H 0.9918 -3.8535 1.7282
H 1.2768 -0.9817 2.5092
H 3.0447 0.8497 3.7277
H 1.4297 0.2439 4.3345
H 2.3547 1.8624 1.7742
H -0.2806 0.7713 2.1449
H 0.4771 1.4331 0.7326
H -1.4513 2.9324 2.5005
H -0.6557 3.3977 0.9174
H 1.1681 4.6256 2.0987
H 0.0552 4.6731 3.4489

- energy (eV) = -37260.3342
- energy relative to the best compared isomer or geometry (same formula, charge and spin) (kJ/mol) = 439.3
- spin multiplicity = 1
- gap between HOMO and LUMO (eV) = 7.639
- structure (SMILES) = O=C(Cn1cc(C=C2C(=O)NC(=O)NC2=O)c2ccccc21)NC[C@H]1CCCO1

Which charges does natural (NBO) predict for the atoms? In e, they are: O -0.576; C 0.676; C -0.295; N -0.341; C 0.047; C -0.185; C 0.035; C -0.313; C 0.650; O -0.580; N -0.620; C 0.768; O -0.598; N -0.625; C 0.654; O -0.581; C -0.009; C -0.192; C -0.231; C -0.226; C -0.206; C 0.109; N -0.629; C -0.233; C 0.110; C -0.428; C -0.453; C -0.058; O -0.552; H 0.230; H 0.237; H 0.238; H 0.243; H 0.444; H 0.438; H 0.220; H 0.220; H 0.227; H 0.198; H 0.378; H 0.223; H 0.205; H 0.144; H 0.201; H 0.213; H 0.222; H 0.223; H 0.181; H 0.197

=====

(3)
Molecular formula: C20H20N4O5S
Method: DFT, wB97M-V/def2-TZVPD

Positions of all 50 atoms, in Å:
C -5.0991 2.1937 -0.6772
C -4.3818 1.0323 -0.0458
C -5.5264 0.3880 0.8115
C -3.7650 0.0614 -1.1074
C -2.6323 0.5740 -1.9171
N -1.3928 0.7986 -1.1001
C -0.5338 -0.2390 -0.7393
O -0.9065 -1.3498 -1.1289
C 0.8135 0.0225 -0.2470
C 1.7002 -1.2093 0.0015
N 2.9455 -0.9120 0.4407
C 3.9144 -1.7939 0.7660
C 5.0434 -1.4097 1.6604
C 5.8042 -2.4632 2.2011
C 5.5424 -3.7329 1.9711
O 6.3440 -4.6394 2.5181
C 4.4911 -4.0396 1.1760
C 3.7425 -3.1318 0.5053
S 2.4967 -3.6162 -0.6645
O 2.0188 -4.9675 -0.4537
O 2.9803 -3.3697 -2.0750
N 1.2677 -2.4900 -0.2349
C 1.2509 1.3395 -0.0770
O 2.4324 1.5730 0.5388
C 0.2317 2.3654 -0.3014
C 0.5156 3.7316 0.0494
C -0.3771 4.6223 -0.3394
C -1.6129 4.3278 -0.9533
N -1.9386 3.0989 -1.2584
C -1.0322 2.0968 -0.8099
H -4.9278 3.0521 -0.0021
H -4.6894 2.6019 -1.6365
H -6.1286 1.9820 -0.8072
H -3.6210 1.4909 0.5872
H -5.1955 -0.4328 1.3327
H -5.9460 1.1808 1.4993
H -6.2099 0.0334 0.0681
H -3.4453 -0.8294 -0.6280
H -4.5712 -0.2581 -1.6678
H -2.4173 -0.1666 -2.6740
H -2.9739 1.5053 -2.3839
H 5.0325 -0.4055 1.9276
H 6.6373 -2.1357 2.8482
H 7.2578 -4.3003 2.8376
H 4.5193 -5.1305 1.0061
H 0.5299 -2.5637 -0.9873
H 2.8163 0.7719 0.8345
H 1.5377 4.0037 0.4870
H -0.2313 5.6360 0.0119
H -2.3106 5.1030 -1.1629

- energy (eV) = -48095.5422
- energy relative to the best compared isomer or geometry (same formula, charge and spin) (kJ/mol) = 380.1
- spin multiplicity = 1
- gap between HOMO and LUMO (eV) = 7.376
- structure (SMILES) = CC(C)CCn1c(=O)c(C2=Nc3ccc(O)cc3S(=O)(=O)N2)c(O)c2cccnc21

Which charges does natural (NBO) predict for the atoms? In e, they are: C -0.614; C -0.207; C -0.589; C -0.412; C -0.219; N -0.391; C 0.653; O -0.668; C -0.288; C 0.494; N -0.585; C 0.161; C -0.178; C -0.267; C 0.351; O -0.684; C -0.247; C -0.352; S 2.227; O -0.894; O -0.898; N -0.820; C 0.470; O -0.653; C -0.215; C -0.100; C -0.305; C 0.101; N -0.445; C 0.414; H 0.209; H 0.208; H 0.200; H 0.191; H 0.203; H 0.210; H 0.196; H 0.217; H 0.208; H 0.232; H 0.245; H 0.219; H 0.209; H 0.497; H 0.250; H 0.479; H 0.520; H 0.249; H 0.217; H 0.202

=====

- What is the gap between HOMO and LUMO in the second record?
  7.639 eV

=====

Copy entry 3 word for word.
Molecular formula: C20H20N4O5S
Method: DFT, wB97M-V/def2-TZVPD

Positions of all 50 atoms, in Å:
C -5.0991 2.1937 -0.6772
C -4.3818 1.0323 -0.0458
C -5.5264 0.3880 0.8115
C -3.7650 0.0614 -1.1074
C -2.6323 0.5740 -1.9171
N -1.3928 0.7986 -1.1001
C -0.5338 -0.2390 -0.7393
O -0.9065 -1.3498 -1.1289
C 0.8135 0.0225 -0.2470
C 1.7002 -1.2093 0.0015
N 2.9455 -0.9120 0.4407
C 3.9144 -1.7939 0.7660
C 5.0434 -1.4097 1.6604
C 5.8042 -2.4632 2.2011
C 5.5424 -3.7329 1.9711
O 6.3440 -4.6394 2.5181
C 4.4911 -4.0396 1.1760
C 3.7425 -3.1318 0.5053
S 2.4967 -3.6162 -0.6645
O 2.0188 -4.9675 -0.4537
O 2.9803 -3.3697 -2.0750
N 1.2677 -2.4900 -0.2349
C 1.2509 1.3395 -0.0770
O 2.4324 1.5730 0.5388
C 0.2317 2.3654 -0.3014
C 0.5156 3.7316 0.0494
C -0.3771 4.6223 -0.3394
C -1.6129 4.3278 -0.9533
N -1.9386 3.0989 -1.2584
C -1.0322 2.0968 -0.8099
H -4.9278 3.0521 -0.0021
H -4.6894 2.6019 -1.6365
H -6.1286 1.9820 -0.8072
H -3.6210 1.4909 0.5872
H -5.1955 -0.4328 1.3327
H -5.9460 1.1808 1.4993
H -6.2099 0.0334 0.0681
H -3.4453 -0.8294 -0.6280
H -4.5712 -0.2581 -1.6678
H -2.4173 -0.1666 -2.6740
H -2.9739 1.5053 -2.3839
H 5.0325 -0.4055 1.9276
H 6.6373 -2.1357 2.8482
H 7.2578 -4.3003 2.8376
H 4.5193 -5.1305 1.0061
H 0.5299 -2.5637 -0.9873
H 2.8163 0.7719 0.8345
H 1.5377 4.0037 0.4870
H -0.2313 5.6360 0.0119
H -2.3106 5.1030 -1.1629

- energy (eV) = -48095.5422
- energy relative to the best compared isomer or geometry (same formula, charge and spin) (kJ/mol) = 380.1
- spin multiplicity = 1
- gap between HOMO and LUMO (eV) = 7.376
- structure (SMILES) = CC(C)CCn1c(=O)c(C2=Nc3ccc(O)cc3S(=O)(=O)N2)c(O)c2cccnc21

Which charges does natural (NBO) predict for the atoms? In e, they are: C -0.614; C -0.207; C -0.589; C -0.412; C -0.219; N -0.391; C 0.653; O -0.668; C -0.288; C 0.494; N -0.585; C 0.161; C -0.178; C -0.267; C 0.351; O -0.684; C -0.247; C -0.352; S 2.227; O -0.894; O -0.898; N -0.820; C 0.470; O -0.653; C -0.215; C -0.100; C -0.305; C 0.101; N -0.445; C 0.414; H 0.209; H 0.208; H 0.200; H 0.191; H 0.203; H 0.210; H 0.196; H 0.217; H 0.208; H 0.232; H 0.245; H 0.219; H 0.209; H 0.497; H 0.250; H 0.479; H 0.520; H 0.249; H 0.217; H 0.202

=====

- The highest energy relative to the best compared isomer or geometry (same formula, charge and spin) belongs to which entry?
  C20H20N4O5

=====

- Look up the energy of the third one.
  -48095.5422 eV